P) Molecular formula: H6OSi2
Method: DFT, ωB97M-V with the def2-TZVPD basis set

Structure (ORCA input):
```
! RIJCOSX wB97M-V def2-TZVPD def2/J DEFGRID3
* xyz 0 1
O -0.179 0.015 0.336
Si -1.098 -0.984 -0.847
Si 1.018 0.998 0.850
H -1.370 -0.218 -2.081
H -0.164 -2.279 -1.118
H -2.438 -1.249 -0.063
H 0.894 2.542 0.880
H 2.177 0.646 -0.160
H 1.159 0.530 2.203
*
```

As for the SMILES: [SiH3]O[SiH3]. As for the HOMO-LUMO gap: 11.264 eV. The calculation puts the molar mass at 78.22 g mol⁻¹.

Q) Molecular formula: H6OSi2
Method: DFT, ωB97M-V with the def2-TZVPD basis set

Structure (ORCA input):
```
! RIJCOSX wB97M-V def2-TZVPD def2/J DEFGRID3
* xyz 0 1
O 0.706 1.407 -0.625
Si -1.478 -0.491 0.690
Si 1.983 0.613 -0.847
H -1.510 -1.084 -0.693
H -2.853 -0.003 0.602
H -0.455 0.515 0.815
H 2.868 0.517 0.339
H -1.533 -1.461 1.822
H 2.272 -0.014 -2.103
*
```

As for the SMILES: O=[SiH2].[SiH4]. As for the HOMO-LUMO gap: 9.888 eV. The calculation puts the molar mass at 78.22 g mol⁻¹.

Relative energy of each structure, in eV: P) 0.000; Q) 2.482.

P) Molecular formula: C3H2O3
Method: DFT, ωB97M-V with the def2-TZVPD basis set

Structure (ORCA input):
```
! RIJCOSX wB97M-V def2-TZVPD def2/J DEFGRID3
* xyz 0 1
O -2.078 0.629 0.906
C -0.910 0.375 0.776
C -0.191 0.320 -0.589
O -0.523 0.888 -1.599
C 1.041 -0.564 -0.430
O 1.622 -0.536 0.631
H -0.213 0.088 1.586
H 1.314 -1.258 -1.239
*
```

As for the SMILES: O=CC(=O)C=O. As for the HOMO-LUMO gap: 8.205 eV. The calculation puts the molar mass at 86.05 g mol⁻¹.

Q) Molecular formula: C3H2O3
Method: DFT, ωB97M-V with the def2-TZVPD basis set

Structure (ORCA input):
```
! RIJCOSX wB97M-V def2-TZVPD def2/J DEFGRID3
* xyz 0 1
C 1.234 -0.200 -0.455
C -1.216 0.054 0.530
C -0.109 0.335 -0.364
O 2.130 0.166 0.265
O -1.450 -0.277 -0.781
O -0.663 1.354 0.387
H 1.410 -1.004 -1.102
H -1.335 -0.428 1.520
*
```

As for the SMILES: O=C[C@]12O[C@@H]1O2. As for the HOMO-LUMO gap: 9.589 eV. The calculation puts the molar mass at 86.05 g mol⁻¹.

Relative energy of each structure, in eV: P) 0.000; Q) 3.170.

P) Molecular formula: C9H16N4O5
Method: DFT, ωB97M-V with the def2-TZVPD basis set

Structure (ORCA input):
```
! RIJCOSX wB97M-V def2-TZVPD def2/J DEFGRID3
* xyz 0 1
C 2.068 1.308 0.704
C 0.580 1.225 1.094
C 2.769 -0.068 0.180
C 1.968 -0.502 -1.063
C -1.568 0.392 1.307
C -2.351 -0.596 2.359
C -2.018 -0.444 0.016
C -1.499 0.450 -1.236
C -1.674 -0.366 -2.536
H 2.471 1.199 2.599
H 2.899 2.611 1.912
H 2.398 2.096 0.027
H 3.807 0.254 0.045
H 2.753 -0.887 1.033
H 0.835 -2.227 -1.751
H 2.595 -2.616 -0.718
H 0.237 -1.116 0.250
H -1.689 1.429 1.461
H -1.600 -1.445 0.062
H -3.042 -0.622 0.084
H -2.156 1.253 -1.229
H -0.449 0.770 -1.128
H -0.677 -0.334 -4.355
H 0.247 0.005 -2.792
H -3.935 -1.375 3.020
N 2.891 1.621 1.759
N 1.397 -1.715 -1.066
N -0.086 0.203 1.561
N -0.616 -0.323 -3.293
O 0.021 2.349 0.994
O 1.634 0.346 -1.971
O -1.912 -1.702 2.749
O -2.683 -0.950 -2.741
O -3.614 -0.224 2.662
*
```

As for the HOMO-LUMO gap: 7.380 eV. The calculation puts the molar mass at 260.25 g mol⁻¹.

Q) Molecular formula: C9H16N4O5
Method: DFT, ωB97M-V with the def2-TZVPD basis set

Structure (ORCA input):
```
! RIJCOSX wB97M-V def2-TZVPD def2/J DEFGRID3
* xyz 0 1
C 1.498 -1.042 1.394
C 0.269 -1.134 0.478
C 1.902 0.337 1.778
C 1.038 1.102 2.766
C -0.487 1.248 2.347
C -0.415 -0.525 -1.829
C 0.403 -0.414 -3.111
C -1.508 0.641 -1.790
C -2.932 0.088 -1.899
H 3.432 -1.746 1.241
H 2.326 -2.757 0.599
H 1.047 -1.517 2.306
H 2.889 0.324 2.338
H 2.030 0.844 0.784
H 1.540 2.072 2.987
H 0.866 0.544 3.720
H -0.043 2.842 1.117
H -1.696 2.500 1.390
H 1.443 -0.156 -0.923
H -0.964 -1.482 -1.875
H -1.276 1.247 -2.721
H -1.411 1.215 -0.821
H -4.273 -0.686 -0.704
H -2.695 -0.621 0.032
H 1.995 -0.411 -3.900
N 2.598 -1.789 0.725
N -0.776 2.302 1.502
N 0.499 -0.469 -0.672
N -3.340 -0.429 -0.739
O -0.834 -1.600 0.782
O -1.271 0.494 2.825
O 0.011 -0.695 -4.255
O -3.585 -0.038 -2.927
O 1.719 -0.289 -2.944
*
```

As for the SMILES: NC(=O)CC[C@H](N)C(=O)N[C@@H](CC(N)=O)C(=O)O. As for the HOMO-LUMO gap: 9.894 eV. The calculation puts the molar mass at 260.25 g mol⁻¹.

Relative energy of each structure, in eV: P) 9.250; Q) 0.000.

P) Molecular formula: C17H25F3N4O3
Method: DFT, ωB97M-V with the def2-TZVPD basis set

Structure (ORCA input):
```
! RIJCOSX wB97M-V def2-TZVPD def2/J DEFGRID3
* xyz 0 1
C -1.034 3.905 -0.738
C -2.098 2.959 -0.199
C -1.931 1.534 -0.714
N -0.699 0.914 -0.252
C 0.342 0.664 -1.081
O 0.379 1.009 -2.246
C 1.545 -0.086 -0.477
C 1.437 -1.556 -0.751
N 0.268 -2.162 -0.877
N 0.578 -3.448 -1.074
C 1.913 -3.673 -1.069
C 2.519 -2.460 -0.856
C 3.974 -2.131 -0.772
N 1.906 0.134 0.925
C 1.143 -0.534 1.964
C 1.975 -0.658 3.232
C 2.385 0.736 3.698
C 3.236 0.676 4.944
F 4.387 0.006 4.746
F 3.568 1.905 5.383
F 2.593 0.059 5.955
C 3.106 1.480 2.579
C 2.254 1.495 1.309
C 2.988 2.212 0.186
O 2.522 3.113 -0.457
O 4.211 1.704 -0.022
C 4.922 2.285 -1.124
H -1.166 4.912 -0.341
H -0.029 3.570 -0.479
H -1.083 3.960 -1.827
H -2.077 2.949 0.896
H -3.095 3.308 -0.485
H -2.771 0.910 -0.402
H -1.896 1.529 -1.803
H -0.702 0.464 0.645
H 2.384 0.276 -1.077
H -0.159 -4.113 -1.223
H 2.322 -4.658 -1.221
H 4.580 -3.035 -0.723
H 4.300 -1.558 -1.643
H 4.184 -1.526 0.112
H 0.222 0.017 2.233
H 0.843 -1.518 1.606
H 1.398 -1.166 4.007
H 2.864 -1.255 3.020
H 1.487 1.294 3.987
H 3.324 2.506 2.882
H 4.051 0.983 2.356
H 1.349 2.100 1.481
H 5.865 1.751 -1.179
H 4.353 2.163 -2.045
H 5.090 3.346 -0.950
*
```

As for the SMILES: CCCNC(=O)[C@H](c1n[nH]cc1C)N1CC[C@@H](C(F)(F)F)C[C@H]1C(=O)OC. As for the HOMO-LUMO gap: 9.392 eV. The calculation puts the molar mass at 390.41 g mol⁻¹.

Q) Molecular formula: C17H25F3N4O3
Method: DFT, ωB97M-V with the def2-TZVPD basis set

Structure (ORCA input):
```
! RIJCOSX wB97M-V def2-TZVPD def2/J DEFGRID3
* xyz 0 1
C 1.665 -3.798 0.332
C 0.756 -4.446 -0.703
C -0.693 -3.982 -0.599
N -0.870 -2.574 -0.917
C -1.031 -1.638 0.036
O -0.939 -1.876 1.236
C -1.290 -0.180 -0.379
C -1.772 0.133 -1.769
N -1.753 -0.719 -2.784
N -2.251 -0.039 -3.822
C -2.585 1.229 -3.493
C -2.289 1.393 -2.163
C -2.458 2.615 -1.321
N -0.118 0.675 -0.097
C 1.022 0.308 -0.936
C 2.108 1.367 -0.885
C 2.568 1.540 0.557
C 3.625 2.610 0.681
F 3.178 3.822 0.295
F 4.062 2.740 1.948
F 4.704 2.333 -0.078
C 1.372 1.843 1.450
C 0.291 0.758 1.301
C -0.840 1.142 2.236
O -1.938 1.532 1.932
O -0.442 0.998 3.507
C -1.431 1.312 4.493
H 2.694 -4.145 0.226
H 1.663 -2.712 0.229
H 1.326 -4.024 1.344
H 1.126 -4.238 -1.712
H 0.772 -5.533 -0.583
H -1.320 -4.561 -1.280
H -1.061 -4.136 0.416
H -1.050 -2.293 -1.872
H -2.075 0.147 0.300
H -2.351 -0.497 -4.709
H -3.007 1.908 -4.215
H -3.100 3.343 -1.818
H -2.895 2.369 -0.353
H -1.495 3.083 -1.115
H 1.448 -0.663 -0.629
H 0.669 0.190 -1.960
H 2.942 1.072 -1.524
H 1.709 2.312 -1.260
H 3.047 0.616 0.897
H 1.677 1.897 2.494
H 0.940 2.806 1.166
H 0.689 -0.195 1.674
H -0.954 1.142 5.452
H -1.747 2.350 4.400
H -2.297 0.663 4.375
*
```

As for the SMILES: CCCNC(=O)[C@H](c1n[nH]cc1C)N1CC[C@@H](C(F)(F)F)C[C@H]1C(=O)OC. As for the HOMO-LUMO gap: 9.455 eV. The calculation puts the molar mass at 390.41 g mol⁻¹.

Relative energy of each structure, in eV: P) 0.292; Q) 0.000.

P) Molecular formula: C3H7FO2
Method: DFT, ωB97M-V with the def2-TZVPD basis set

Structure (ORCA input):
```
! RIJCOSX wB97M-V def2-TZVPD def2/J DEFGRID3
* xyz 0 1
C 1.742 -0.582 0.830
C -2.447 1.089 0.526
C 1.023 -0.536 -0.505
O -2.040 0.807 1.617
O 1.849 -0.841 -1.547
F 0.431 0.665 -0.658
H 1.186 0.236 1.421
H 1.576 -1.563 1.290
H 2.798 -0.412 0.815
H -2.253 0.561 -0.369
H -3.137 1.885 0.247
H 0.129 -1.333 -0.639
H 2.852 -0.597 -1.303
*
```

As for the SMILES: C[C@H](O)F.C=O. As for the HOMO-LUMO gap: 11.035 eV. The calculation puts the molar mass at 94.08 g mol⁻¹.

Q) Molecular formula: C3H7FO2
Method: DFT, ωB97M-V with the def2-TZVPD basis set

Structure (ORCA input):
```
! RIJCOSX wB97M-V def2-TZVPD def2/J DEFGRID3
* xyz 0 1
C 0.135 1.210 1.729
C -0.442 -2.188 0.108
C 0.324 -0.150 1.162
O 0.011 0.285 -2.378
O -0.596 -0.946 0.735
F 1.620 -0.429 0.817
H 0.593 1.323 2.745
H 0.513 1.977 0.896
H -0.931 1.420 1.773
H -1.309 -2.800 0.257
H 0.509 -2.728 -0.068
H -0.468 -0.012 -3.076
H 0.395 1.180 -2.741
*
```

As for the HOMO-LUMO gap (spin up / spin down): 8.158 / 7.370 eV. The calculation puts the molar mass at 94.08 g mol⁻¹.

Relative energy of each structure, in eV: P) 0.000; Q) 2.648.

P) Molecular formula: H12O6
Method: DFT, ωB97M-V with the def2-TZVPD basis set

Structure (ORCA input):
```
! RIJCOSX wB97M-V def2-TZVPD def2/J DEFGRID3
* xyz -1 2
O 15.296 4.675 -10.524
H 15.514 3.749 -10.632
H 16.028 5.142 -10.928
O 18.906 -0.522 -9.355
H 19.185 -0.520 -10.270
H 19.534 0.049 -8.911
O 15.010 3.449 -5.698
H 15.789 2.970 -5.416
H 14.641 2.914 -6.402
O 14.520 1.471 -11.211
H 15.007 1.292 -12.015
H 15.189 1.498 -10.526
O 16.487 -2.207 -9.285
H 17.361 -1.825 -9.362
H 16.562 -2.838 -8.570
O 16.392 1.632 -9.063
H 16.682 2.216 -8.362
H 16.585 0.753 -8.738
*
```

As for the HOMO-LUMO gap (spin up / spin down): 3.131 / 11.346 eV. Its expectation value of S² is 0.750. The calculation puts the molar mass at 108.09 g mol⁻¹.

Q) Molecular formula: H12O6
Method: DFT, ωB97M-V with the def2-TZVPD basis set

Structure (ORCA input):
```
! RIJCOSX wB97M-V def2-TZVPD def2/J DEFGRID3
* xyz -1 2
O -19.975 -11.401 -13.849
H -19.586 -10.535 -13.969
H -20.868 -11.311 -14.181
O -17.165 -10.799 -12.564
H -17.753 -11.464 -12.206
H -17.126 -10.993 -13.501
O -18.218 -13.461 -12.468
H -17.540 -14.129 -12.566
H -18.567 -13.342 -13.351
O -20.302 -13.950 -10.708
H -19.679 -13.580 -11.334
H -20.225 -14.897 -10.825
O -14.768 -10.120 -11.219
H -15.558 -10.375 -11.696
H -14.549 -10.887 -10.690
O -16.033 -7.630 -11.951
H -15.294 -7.023 -11.910
H -15.634 -8.498 -11.886
*
```

As for the HOMO-LUMO gap (spin up / spin down): 2.994 / 10.981 eV. Its expectation value of S² is 0.750. The calculation puts the molar mass at 108.09 g mol⁻¹.

Relative energy of each structure, in eV: P) 0.126; Q) 0.000.

P) Molecular formula: F6H18O9P
Method: DFT, ωB97M-V with the def2-TZVPD basis set

Structure (ORCA input):
```
! RIJCOSX wB97M-V def2-TZVPD def2/J DEFGRID3
* xyz -1 1
P 0.164 0.253 1.200
F -0.719 1.582 0.933
F -0.704 0.034 2.571
F -0.941 -0.660 0.377
F 0.949 -1.119 1.534
F 1.040 0.415 -0.114
F 1.196 1.158 2.077
O -1.806 -2.497 3.416
H -0.942 -2.201 3.105
H -2.421 -2.057 2.821
O -4.117 -2.337 -0.083
H -4.735 -2.111 0.616
H -3.580 -1.533 -0.176
O -0.718 0.164 -2.514
H -0.031 -0.495 -2.321
H -1.255 0.190 -1.720
O 4.052 0.728 1.044
H 4.229 1.456 0.442
H 3.281 1.012 1.554
O 1.371 1.887 -3.455
H 0.754 1.750 -2.721
H 2.049 2.487 -3.130
O 0.396 -2.430 -2.140
H -0.188 -2.972 -1.595
H 0.935 -3.053 -2.641
O -3.375 0.481 0.098
H -2.408 0.361 0.165
H -3.568 1.159 0.752
O 0.910 4.586 1.520
H 0.759 4.480 0.576
H 0.962 3.678 1.850
O 3.100 -1.650 -1.559
H 2.194 -1.943 -1.381
H 3.167 -0.805 -1.100
*
```

As for the HOMO-LUMO gap: 10.962 eV. The calculation puts the molar mass at 307.10 g mol⁻¹.

Q) Molecular formula: F6H18O9P
Method: DFT, ωB97M-V with the def2-TZVPD basis set

Structure (ORCA input):
```
! RIJCOSX wB97M-V def2-TZVPD def2/J DEFGRID3
* xyz -1 1
P 0.309 0.566 0.167
F 0.354 2.197 0.204
F 1.558 0.319 -0.854
F 1.351 0.346 1.433
F -0.002 -1.020 0.119
F -1.003 0.616 1.101
F -0.654 0.637 -1.218
O -1.234 2.809 -2.555
H -0.653 2.084 -2.788
H -1.484 2.633 -1.648
O -2.774 -2.156 0.433
H -2.039 -1.643 0.770
H -2.536 -3.065 0.617
O -1.943 -3.121 -2.191
H -1.951 -2.400 -1.562
H -2.850 -3.425 -2.219
O -1.754 3.715 1.806
H -2.442 3.497 1.177
H -0.964 3.312 1.446
O 0.198 -1.798 -3.339
H 0.542 -1.104 -2.777
H -0.400 -2.289 -2.775
O 2.624 -0.590 3.786
H 2.242 -0.713 2.917
H 3.443 -0.122 3.625
O -2.379 -0.892 3.230
H -2.490 0.007 3.537
H -1.825 -0.814 2.453
O 3.527 2.908 -1.683
H 3.674 3.642 -1.086
H 2.826 2.402 -1.273
O 3.169 -2.156 -0.575
H 3.289 -2.554 0.287
H 2.270 -1.827 -0.565
*
```

As for the HOMO-LUMO gap: 10.842 eV. The calculation puts the molar mass at 307.10 g mol⁻¹.

Relative energy of each structure, in eV: P) 0.000; Q) 0.592.

P) Molecular formula: C3H8NS2
Method: DFT, ωB97M-V with the def2-TZVPD basis set

Structure (ORCA input):
```
! RIJCOSX wB97M-V def2-TZVPD def2/J DEFGRID3
* xyz 1 1
C -1.797 1.111 -0.223
C -1.048 0.008 -0.384
C 1.296 0.052 0.338
N 0.341 0.008 -0.843
S -1.608 -1.649 -0.072
S 2.867 -0.825 -0.100
H -2.753 0.957 0.344
H -1.432 2.124 -0.272
H 0.810 -0.500 1.095
H 1.397 1.096 0.688
H 0.657 -0.754 -1.530
H 0.457 0.955 -1.374
H -2.717 -1.248 0.385
H 1.982 -1.671 -0.585
*
```

As for the SMILES: C=C(S)[NH2+]CS. As for the HOMO-LUMO gap: 9.669 eV. The calculation puts the molar mass at 122.24 g mol⁻¹.

Q) Molecular formula: C3H8NS2
Method: DFT, ωB97M-V with the def2-TZVPD basis set

Structure (ORCA input):
```
! RIJCOSX wB97M-V def2-TZVPD def2/J DEFGRID3
* xyz 1 1
C -2.930 -0.659 0.291
C 0.641 -0.097 0.175
C 3.074 0.240 0.065
N 1.702 0.623 0.069
S -4.487 0.046 -0.035
S -0.993 0.569 -0.094
H -3.002 -0.788 1.354
H -2.794 -1.461 -0.383
H 0.787 -1.201 0.102
H 3.648 0.803 0.855
H 3.405 -0.756 0.196
H 3.616 0.763 -0.866
H 1.677 1.632 -0.302
H -4.344 0.286 -1.428
*
```

As for the HOMO-LUMO gap (spin up / spin down): 8.540 / 8.540 eV. The calculation puts the molar mass at 122.24 g mol⁻¹.

Relative energy of each structure, in eV: P) 0.000; Q) 0.605.